Entry 1:
This record from the Open Molecules 2025 dataset describes a 11-piece molecular cluster, C26H77N3O17 overall. The level of theory is wB97M-V/def2-TZVPD.

Calculated values
net charge	+1
<S²>	0.76
2S+1	2
E_HOMO (alpha / beta)	-0.392 / -0.392	Eh

Last column: Löwdin spin population.
Atoms and positions in Å:
C: -5.2268 -1.0418 -0.9940  0.00
O: -4.1932 -0.0168 -1.0770  0.03
H: -5.3207 -1.2116 0.0786  0.00
H: -6.2049 -0.6744 -1.3044  0.00
H: -5.0294 -1.9950 -1.4845  0.00
H: -3.3362 -0.4437 -1.0074  0.00
C: 1.0743 3.5196 3.1368  0.00
O: 1.4529 4.0579 1.8266  0.00
H: 0.1178 2.9994 3.1879  0.00
H: 1.7898 2.7320 3.3735  0.00
H: 1.3201 4.1861 3.9636  0.00
H: 1.2012 4.9811 1.7492  0.00
C: -0.2061 0.2355 -6.3987  0.00
C: -0.3263 -1.3495 -6.3526  0.00
C: 0.8962 -2.0664 -5.7676  0.00
O: 0.8906 -1.6613 -4.3777  0.00
C: 2.1437 -1.3369 -3.7538  0.00
N: -1.5013 -1.6116 -5.6262  0.00
H: 0.4040 0.4430 -7.2777  0.00
H: 0.2708 0.6321 -5.5024  0.00
H: -1.1908 0.6704 -6.5703  0.00
H: -0.4448 -1.7078 -7.3752  0.00
H: 1.7790 -1.7115 -6.2994  0.00
H: 0.6700 -3.1177 -5.9460  0.00
H: 1.8983 -1.3560 -2.6920  0.00
H: 2.4850 -0.3564 -4.0858  0.00
H: 2.8848 -2.1261 -3.8800  0.00
H: -1.1939 -1.4383 -4.6799  0.00
H: -2.0975 -0.8188 -5.8167  0.00
C: -0.0982 6.7093 -0.7642  0.00
C: -0.6106 5.3717 -1.3401  0.00
C: 0.4262 4.5222 -2.1165  0.00
O: -0.0483 3.1710 -2.2964  0.00
C: 0.6177 2.3627 -3.1451  0.00
N: -1.1119 4.6461 -0.2673  0.00
H: 0.2715 7.3628 -1.5543  0.00
H: 0.7450 6.6252 -0.0786  0.00
H: -1.0172 7.1772 -0.4113  0.00
H: -1.5281 5.5414 -1.9036  0.00
H: 1.3273 4.4377 -1.5090  0.00
H: 0.5288 5.0737 -3.0511  0.00
H: 1.0887 2.9936 -3.8988  0.00
H: -0.0053 1.5661 -3.5520  0.00
H: 1.4676 1.9049 -2.6389  0.00
H: -0.2815 4.3573 0.2299  0.00
H: -1.2496 3.7162 -0.6367  0.00
C: 3.3876 -1.8310 1.1099  0.00
C: 2.6140 -3.0806 1.5418  0.00
C: 3.4597 -4.1654 2.1618  0.00
O: 4.6104 -4.4955 1.4221  0.00
C: 4.5744 -5.1628 0.1525  0.00
N: 1.6720 -2.5432 2.5070  0.00
H: 3.9855 -1.2740 1.8312  0.00
H: 2.6687 -1.0674 0.8130  0.00
H: 4.1222 -2.0438 0.3333  0.00
H: 2.0490 -3.5284 0.7243  0.00
H: 2.9054 -5.0720 2.4048  0.00
H: 3.8965 -3.8541 3.1107  0.00
H: 5.0817 -6.1273 0.1756  0.00
H: 5.2131 -4.5426 -0.4765  0.00
H: 3.5729 -5.1979 -0.2761  0.00
H: 1.9441 -2.8480 3.4306  0.00
H: 0.8089 -3.0670 2.4790  0.00
C: -0.2563 -0.2808 -0.3542  0.00
C: -0.5742 1.1813 0.1683  0.00
O: -1.1988 1.1337 1.4294  0.01
O: -1.4214 -1.0683 -0.2762  0.00
H: 0.4667 -0.8622 0.2180  0.00
H: 0.2026 -0.1116 -1.3283  0.00
H: -1.1761 1.5916 -0.6426  0.00
H: 0.2781 1.8002 0.4484  0.00
H: -0.5185 0.7816 2.0080  0.00
H: -1.7061 -1.1557 0.6364  0.00
C: -0.5523 -4.8404 -1.0756  0.00
C: -1.1231 -4.7449 -2.4659  0.00
O: -1.2157 -6.0442 -3.0072  0.00
O: -1.2294 -5.8165 -0.2487  0.00
H: -0.6869 -3.8510 -0.6386  0.00
H: 0.5173 -5.0409 -1.0140  0.00
H: -0.4530 -4.1606 -3.0964  0.00
H: -2.1076 -4.2771 -2.4641  0.00
H: -1.2247 -5.8620 -3.9498  0.00
H: -1.2182 -5.5107 0.6612  0.00
C: 1.6794 -0.3138 5.5180  0.00
C: 0.6549 -0.0648 4.3988  0.00
O: 1.3273 0.0205 3.1173  0.00
O: 2.2504 0.9014 5.9154  0.00
H: 2.4271 -0.9790 5.0861  0.00
H: 1.2549 -0.8570 6.3624  0.00
H: 0.0094 0.8085 4.4929  0.00
H: 0.0174 -0.9223 4.1837  0.00
H: 1.2368 -0.8812 2.8005  0.00
H: 3.1907 0.7517 6.0383  0.00
C: -4.1804 2.5766 2.7030  0.17
C: -4.4457 2.4283 1.1885  0.11
O: -5.1667 3.5776 0.8228  0.42
O: -5.2290 2.0224 3.5531  0.19
H: -3.8065 3.5674 2.9613  0.00
H: -3.2134 2.0749 2.7364  0.04
H: -5.0492 1.5604 0.9227  0.01
H: -3.5104 2.4123 0.6290  0.01
H: -4.5700 4.2408 0.4682  0.00
H: -5.6684 2.7677 3.9692  0.00
C: -3.3122 -0.7111 4.0586  0.00
C: -3.9863 -1.1989 2.8099  0.00
O: -3.0571 -1.6981 1.9213  0.00
O: -3.0152 -1.7428 5.0195  0.00
H: -3.9984 -0.0332 4.5663  0.00
H: -2.3822 -0.1803 3.8550  0.00
H: -4.4762 -0.3407 2.3499  0.00
H: -4.7490 -1.9291 3.0803  0.00
H: -2.7709 -2.5042 2.3570  0.00
H: -2.7492 -2.5157 4.5161  0.00
C: 4.5528 1.2002 -0.4020  0.00
C: 3.6312 2.0903 0.5702  0.00
O: 3.1291 3.2222 -0.1197  0.00
O: 3.8995 0.6377 -1.4505  0.00
H: 5.0584 0.3613 0.0763  0.00
H: 5.3532 1.8734 -0.7090  0.00
H: 4.1640 2.4255 1.4601  0.00
H: 2.8158 1.4320 0.8700  0.00
H: 2.4736 3.6482 0.4374  0.00
H: 3.3133 1.3558 -1.7000  0.00

Cartesian forces (eV/Å) of the 3 atoms listed first:
C 0.40 0.65 1.26
O -1.23 -0.28 -0.62
H -0.24 -0.60 0.12

---

Entry 2:
This record from the Open Molecules 2025 dataset describes C33H37N13O2PS2Ti as an isolated structure. The level of theory is wB97M-V/def2-TZVPD.

Calculated values
net charge	+1
energy above the lowest of the compared OMol25 structures with the same formula, charge and spin	108.0	kJ/mol
E_HOMO (alpha / beta)	-0.325 / -0.325	Eh

Last column: Mulliken charge in e.
Atoms and positions in Å:
Ti: 0.2961 0.1124 0.0777  -1.09
C: -2.9930 -0.0552 4.6501  -0.82
C: -3.2536 0.5476 3.4298  -0.86
C: -2.5663 0.1594 2.2864  0.19
C: -1.5880 -0.8386 2.3424  -0.18
C: -1.3301 -1.4359 3.5853  -0.49
C: -2.0268 -1.0515 4.7167  -0.92
N: -0.8529 -1.1993 1.1823  1.84
C: -0.5783 -2.5547 0.9778  1.05
C: -1.2604 -3.6674 1.4918  -0.59
C: -0.9080 -4.9419 1.0802  -0.97
C: 0.1280 -5.1333 0.1696  -0.76
C: 0.8330 -4.0544 -0.3242  -0.91
C: 0.4855 -2.7713 0.0943  -0.62
N: 1.1092 -1.5985 -0.2544  2.60
N: 2.2757 -1.7064 -0.9872  -2.09
C: 2.9665 -0.6000 -0.7796  0.27
C: 4.2634 -0.4056 -1.3494  -1.08
C: 4.9883 0.6786 -0.9820  -0.26
C: 4.4409 1.6213 -0.0692  -1.04
C: 3.1670 1.4393 0.3637  -0.26
N: 2.3991 0.3734 0.0006  0.94
H: -3.5324 0.2458 5.5377  0.45
H: -3.9966 1.3319 3.3575  0.52
H: -2.7679 0.6458 1.3407  0.24
H: -0.5652 -2.1987 3.6552  0.50
H: -1.8058 -1.5280 5.6633  0.46
H: -2.0491 -3.5495 2.2255  0.44
H: -1.4406 -5.7945 1.4798  0.44
H: 0.3935 -6.1339 -0.1426  0.43
H: 1.6622 -4.1800 -1.0047  0.51
H: 4.6391 -1.1665 -2.0185  0.54
H: 5.9875 0.8252 -1.3714  0.44
H: 5.0075 2.4795 0.2584  0.45
H: 2.6885 2.1622 1.0108  0.42
N: 0.6418 0.1175 -2.2664  -0.44
N: 1.4621 1.0260 -2.9534  -0.66
C: 1.5750 2.3175 -2.5842  0.83
N: 2.3252 3.0680 -3.4147  -0.49
S: 0.8652 2.9696 -1.2324  -0.39
H: 1.0922 -0.7972 -2.3572  0.41
H: -0.2951 0.0740 -2.6670  0.36
H: 1.7107 0.7705 -3.8997  0.27
H: 2.8967 2.6573 -4.1334  0.20
H: 2.5159 4.0148 -3.1377  0.24
N: -3.7746 -2.3457 0.3224  0.15
C: -3.9069 -1.5155 -0.9120  -0.48
P: -2.8933 -2.4322 -2.1454  1.10
O: -3.0981 -3.8528 -1.7666  -0.86
O: -1.5420 -1.8093 -2.3549  -0.87
C: -3.7200 -2.0771 -3.7747  -0.75
N: -2.5743 -2.1734 -4.7413  -0.16
H: -3.6086 -3.3234 0.0181  0.47
H: -4.5846 -2.2824 0.9372  0.41
H: -2.9466 -2.0259 0.8450  -0.75
H: -3.5662 -0.5112 -0.7058  -0.02
H: -4.9571 -1.5012 -1.2011  0.52
H: -4.0781 -1.0491 -3.8137  0.23
H: -4.4990 -2.7818 -4.0500  0.39
H: -2.7046 -1.6091 -5.5792  0.38
H: -2.4010 -3.1411 -5.0151  0.39
H: -1.7556 -1.8423 -4.1727  0.21
N: 0.9812 3.2373 6.6057  0.04
C: 0.7697 4.2816 7.4806  0.75
C: 1.0871 4.4608 8.8238  -1.05
C: 0.7113 5.6626 9.3866  -0.41
C: 0.0432 6.6517 8.6436  -0.49
C: -0.2681 6.4672 7.3149  -0.77
C: 0.1041 5.2575 6.7253  0.51
N: -0.0786 4.8127 5.4327  -0.60
C: 0.4513 3.6209 5.3995  -0.32
C: 0.4664 2.7900 4.1979  1.50
C: -0.0998 3.2937 3.0287  -1.27
C: -0.1107 2.5081 1.8991  -1.00
N: 0.4120 1.2728 1.8752  2.05
C: 0.9640 0.7846 2.9931  -0.87
C: 1.0139 1.5083 4.1642  -1.33
H: 1.4440 2.3727 6.8184  0.16
H: 1.6019 3.7027 9.3985  0.39
H: 0.9362 5.8520 10.4273  0.39
H: -0.2279 7.5766 9.1337  0.39
H: -0.7809 7.2238 6.7378  0.44
H: -0.5296 4.2842 3.0200  0.56
H: -0.5534 2.8550 0.9758  0.62
H: 1.3713 -0.2171 2.9270  0.51
H: 1.4680 1.0499 5.0314  0.31
S: -3.1538 1.4835 -2.8264  -0.41
C: -2.2028 1.1868 -1.5590  0.29
N: -1.5182 0.9641 -0.6314  0.15

Cartesian forces (eV/Å) of the 3 atoms listed first:
Ti 0.53 0.25 -1.02
C -0.02 0.02 -0.02
C -0.02 0.02 0.02

---

Entry 3:
This record from the Open Molecules 2025 dataset describes the molecule C4H10N4. The level of theory is wB97M-V/def2-TZVPD.

Calculated values
energy above the lowest of the compared OMol25 structures with the same formula, charge and spin	349.8	kJ/mol
structure (SMILES)	[H]/N=C(/N)[C@]1(N)C[C@H]1N
E_HOMO	-0.301	Eh

Last column: Mulliken charge in e.
Atoms and positions in Å:
H: -2.0920 -0.9736 -0.7172  0.24
N: -1.4292 -1.6556 -0.5291  -0.88
C: -0.2406 -1.3197 -0.1973  0.41
N: 0.7330 -2.1901 0.1630  -0.53
C: 0.2243 -0.0248 -0.0538  0.68
N: 1.5107 0.3957 -0.6055  -0.74
C: 0.0560 0.7412 1.2688  -0.88
C: -0.9181 1.0905 0.2689  -0.55
N: -0.9214 2.3129 -0.4260  -0.67
H: 0.5599 -3.2858 0.1048  0.29
H: 1.1959 -1.9546 0.9826  0.22
H: 1.3688 0.4035 -1.5910  0.29
H: 2.0932 -0.6287 -0.5466  0.40
H: 0.9939 1.3278 1.3963  0.39
H: -0.2157 0.0636 1.9982  0.31
H: -1.9642 0.6229 0.1656  0.42
H: -1.0718 2.2725 -1.4873  0.27
H: 0.1174 2.8024 -0.1946  0.33

Cartesian forces (eV/Å) of the 3 atoms listed first:
H -0.72 1.78 -0.69
N 1.89 -3.15 0.64
C -3.00 -1.97 -0.16

---

no.,F_max (eV/Å)
1,3.8
2,1.2
3,6.2